1.
The following is a DFT calculation (wB97M-V/def2-TZVPD) of a cluster of 10 separate species, C32H62O27 in total in a non-equilibrium geometry.

XYZ file:
```
121
Properties=species:S:1:pos:R:3:mulliken_charge:R:1
C 4.569 2.793 -0.243 -0.345
O 4.951 1.787 0.779 -0.350
C 4.555 2.056 2.041 0.867
O 4.025 3.055 2.411 -0.547
O 4.856 0.942 2.733 -0.308
C 4.608 0.931 4.160 -0.395
H 5.102 2.548 -1.161 0.154
H 4.644 3.869 -0.088 0.335
H 3.522 2.641 -0.504 0.061
H 5.040 1.738 4.751 0.365
H 5.135 0.043 4.509 0.258
H 3.564 0.693 4.364 -0.020
C 0.412 0.643 4.592 -0.714
O -0.679 1.518 4.307 -0.177
C -0.958 2.551 5.075 0.624
O -0.563 2.759 6.221 -0.604
O -1.991 3.134 4.428 -0.151
C -2.588 4.306 5.056 -0.744
H 0.387 0.104 5.538 0.369
H 1.372 1.154 4.669 0.332
H 0.499 -0.027 3.736 0.130
H -3.520 4.054 5.562 0.268
H -2.889 4.904 4.196 0.214
H -1.783 4.834 5.567 0.393
C -0.280 3.802 1.313 -0.368
O -0.144 4.753 0.204 -0.221
C 0.570 5.878 0.461 0.706
O 1.266 6.114 1.453 -0.585
O 0.379 6.726 -0.580 -0.300
C 0.975 7.992 -0.611 -0.687
H -0.669 2.891 0.858 -0.221
H -0.951 4.124 2.109 0.318
H 0.673 3.563 1.786 0.404
H 1.170 8.403 0.380 0.326
H 0.420 8.658 -1.272 0.235
H 1.986 7.851 -0.993 0.285
C -3.725 -2.364 -3.335 -0.369
O -3.870 -2.167 -4.722 -0.354
C -3.358 -1.103 -5.375 0.692
O -2.985 -0.036 -4.914 -0.560
O -3.481 -1.297 -6.731 -0.373
C -3.101 -0.284 -7.716 -0.686
H -2.758 -1.980 -3.009 -0.101
H -3.913 -3.382 -2.994 0.444
H -4.417 -1.810 -2.700 0.421
H -3.697 -0.269 -8.628 0.285
H -2.066 -0.478 -7.996 0.291
H -3.104 0.765 -7.419 0.296
C 1.479 -6.622 -4.969 -0.681
O 1.228 -6.098 -3.677 -0.315
C 0.396 -5.020 -3.471 0.666
O -0.111 -4.315 -4.311 -0.531
O 0.020 -5.053 -2.179 -0.337
C -0.955 -4.154 -1.691 -0.417
H 0.627 -6.749 -5.638 0.318
H 1.912 -7.608 -4.801 0.251
H 2.144 -6.010 -5.577 0.295
H -0.498 -3.209 -1.398 0.212
H -1.529 -4.742 -0.974 0.312
H -1.753 -4.049 -2.426 0.243
C 1.898 -0.303 0.490 -0.744
O 1.335 0.611 -0.416 0.170
C 0.174 0.326 -1.083 0.283
O -0.528 -0.674 -1.111 -0.250
O -0.234 1.504 -1.669 -0.260
C -1.478 1.589 -2.246 -0.606
H 2.867 0.056 0.836 0.279
H 2.206 -1.300 0.174 0.194
H 1.075 -0.434 1.193 0.210
H -2.290 1.255 -1.600 0.081
H -1.392 1.117 -3.225 0.434
H -1.699 2.614 -2.542 0.246
C -3.382 -1.743 0.261 -0.591
O -3.720 -3.088 0.483 -0.137
C -4.535 -3.405 1.500 0.767
O -5.461 -2.727 1.996 -0.626
O -4.390 -4.644 1.711 -0.333
C -5.062 -5.389 2.768 -0.681
H -2.621 -1.270 0.882 0.301
H -4.288 -1.143 0.346 0.592
H -2.871 -1.601 -0.691 -0.216
H -6.054 -4.964 2.917 0.327
H -4.452 -5.203 3.652 0.291
H -5.097 -6.456 2.547 0.224
C 2.941 -1.238 -2.817 -0.604
O 3.852 -0.073 -2.768 -0.176
C 4.305 0.420 -4.018 0.636
O 3.786 0.322 -5.066 -0.509
O 5.504 0.953 -3.775 -0.310
C 6.312 1.626 -4.778 -0.707
H 3.207 -2.041 -3.505 0.486
H 1.890 -0.997 -2.973 0.243
H 2.979 -1.606 -1.792 0.042
H 6.205 1.089 -5.720 0.352
H 7.319 1.618 -4.359 0.229
H 5.998 2.631 -5.062 0.295
C 3.247 -4.393 3.158 -0.566
C 2.773 -4.310 4.610 -0.599
C 2.535 -2.853 4.841 -0.252
O 2.642 -2.164 3.537 0.153
C 3.596 -2.937 2.707 -0.282
H 2.472 -4.877 2.564 0.318
H 4.067 -5.098 3.021 0.374
H 3.508 -4.692 5.319 0.324
H 1.926 -4.964 4.820 0.305
H 3.289 -2.432 5.506 0.342
H 1.574 -2.655 5.315 0.349
H 4.577 -2.606 3.047 0.279
H 3.590 -2.704 1.642 0.313
O -2.562 1.363 1.806 -0.589
C -3.387 2.101 1.266 0.598
O -3.364 3.456 1.310 -0.333
C -4.495 4.149 0.720 -0.427
C -5.226 2.956 0.006 -0.753
C -4.733 1.751 0.730 0.074
H -4.295 4.820 -0.116 0.274
H -4.987 4.556 1.603 0.342
H -4.961 2.940 -1.052 0.310
H -6.299 3.013 0.189 0.350
H -4.721 0.876 0.079 -0.131
H -5.216 1.524 1.680 0.385
```

Values from the calculation:
**Net charge**: +1
**Multiplicity**: 2
**HOMO-LUMO gap (alpha / beta)**: 8.911 / 2.642 eV
**M**: 878.821 g mol⁻¹

2.
The following is a DFT calculation (wB97M-V/def2-TZVPD) of a structure of composition C28H30BaClN4O5S3 in a non-equilibrium geometry.

XYZ file:
```
72
Properties=species:S:1:pos:R:3:mulliken_charge:R:1
Ba 15.483 10.985 13.390 0.980
C 12.424 8.356 12.567 -0.851
O 13.732 8.531 11.975 0.074
C 13.631 8.970 10.618 -0.326
C 15.021 9.259 10.066 -0.677
O 15.680 10.346 10.647 0.042
C 15.710 11.491 9.853 -0.640
C 14.429 12.303 9.938 -0.750
O 14.195 12.546 11.329 0.289
C 13.225 13.546 11.489 -0.951
H 11.883 7.545 12.040 0.340
H 11.848 9.321 12.548 0.276
H 12.594 8.095 13.587 0.169
H 12.987 9.904 10.647 0.150
H 13.117 8.212 9.995 0.376
H 15.023 9.311 8.955 0.408
H 15.663 8.438 10.322 0.118
H 15.981 11.284 8.797 0.372
H 16.529 12.115 10.290 0.131
H 13.591 11.809 9.491 0.400
H 14.540 13.242 9.384 0.482
H 13.568 14.566 11.173 0.268
H 13.008 13.529 12.534 0.226
H 12.340 13.271 10.874 0.353
C 8.662 10.053 25.606 -0.789
O 7.939 10.694 24.530 -0.453
C 8.381 10.576 23.253 0.521
C 7.428 10.814 22.269 -0.503
C 7.764 10.868 20.902 -0.350
C 9.039 10.548 20.503 -0.089
C 9.973 10.263 21.498 -0.035
C 9.682 10.337 22.854 -0.590
N 9.403 10.718 19.115 -0.523
N 10.528 10.215 18.859 0.073
C 11.081 10.430 17.605 0.158
C 10.488 11.305 16.659 -0.299
C 11.041 11.526 15.422 -1.298
C 12.247 10.945 14.913 -0.038
O 12.804 11.242 13.818 -0.293
C 12.827 9.964 15.833 -0.329
N 13.920 9.237 15.395 0.230
C 14.539 8.484 16.261 -0.122
C 14.106 8.252 17.554 -1.024
C 12.939 8.869 17.989 -0.510
C 12.289 9.772 17.142 0.902
H 7.955 9.953 26.419 0.247
H 9.506 10.678 25.896 0.294
H 9.023 9.056 25.295 0.348
H 6.441 11.078 22.629 0.362
H 6.988 11.149 20.192 0.395
H 10.992 10.098 21.159 0.349
H 10.529 10.227 23.541 0.342
H 9.571 11.721 16.961 0.552
H 10.526 12.150 14.727 0.428
H 15.425 7.980 15.893 0.238
H 14.674 7.558 18.167 0.415
H 12.540 8.655 18.948 0.525
S 19.791 14.057 13.389 -0.388
C 18.392 13.180 13.287 0.046
S 18.307 11.771 12.189 -0.382
S 16.901 13.547 14.194 -0.557
Cl 20.030 7.989 10.985 -0.231
C 18.544 7.708 11.774 0.551
C 17.753 6.604 11.452 -0.356
C 16.524 6.512 12.074 -0.930
C 16.225 7.464 13.083 0.533
N 17.018 8.466 13.423 -0.416
C 18.161 8.639 12.744 -0.939
H 18.045 5.875 10.688 0.393
H 15.873 5.708 11.892 0.495
H 15.263 7.500 13.621 -0.073
H 18.777 9.487 12.927 0.859
```

Values from the calculation:
**Net charge**: -1
**HOMO-LUMO gap**: 5.146 eV
**M**: 771.553 g mol⁻¹

3.
The following is a DFT calculation (wB97M-V/def2-TZVPD) of the molecule C6H12FN in a non-equilibrium geometry.

XYZ file:
```
20
Properties=species:S:1:pos:R:3:mulliken_charge:R:1
C 0.168 2.061 0.454 -1.271
C -0.551 0.751 0.464 -0.320
N -1.696 0.592 -0.423 -0.533
C -1.391 -0.888 -0.651 -0.750
C 0.073 -0.588 -0.016 1.496
C 0.482 -1.471 1.112 -1.430
C 1.218 -0.354 -1.018 -0.759
F 2.256 0.339 -0.367 -0.311
H -0.383 2.988 0.593 0.356
H 1.086 2.020 0.995 0.299
H 0.378 2.083 -0.680 0.226
H -0.802 0.646 1.485 0.336
H -1.472 0.991 -1.294 0.355
H -1.929 -1.571 0.041 0.327
H -1.429 -1.375 -1.668 0.279
H 0.333 -2.635 0.802 0.281
H 1.511 -1.227 1.583 0.310
H -0.285 -1.321 1.905 0.377
H 0.891 0.277 -1.883 0.356
H 1.542 -1.318 -1.432 0.376
```

Values from the calculation:
**Net charge**: 0
**HOMO-LUMO gap**: 9.907 eV
**M**: 117.167 g mol⁻¹

4.
The following is a DFT calculation (wB97M-V/def2-TZVPD) of the molecule C6H5NS in a non-equilibrium geometry.

XYZ file:
```
13
Properties=species:S:1:pos:R:3:mulliken_charge:R:1
C -1.905 -0.682 -0.871 -0.856
C -0.769 -0.334 -0.260 0.637
C -0.521 -0.038 1.097 -0.346
C 0.725 0.406 1.525 -0.387
C 1.825 0.597 0.546 -0.135
N 1.746 0.304 -0.750 -0.463
C 0.588 -0.056 -1.296 0.144
S 0.506 -0.125 -2.959 -0.261
H -1.949 -0.520 -1.918 0.240
H -2.885 -0.805 -0.527 0.357
H -1.207 -0.237 2.012 0.251
H 1.087 0.653 2.487 0.375
H 2.760 0.838 0.914 0.443
```

Values from the calculation:
**Net charge**: 0
**HOMO-LUMO gap (alpha / beta)**: 6.739 / 6.740 eV
**M**: 123.180 g mol⁻¹

What is the formula in the second record?
C28H30BaClN4O5S3